{
  "formula": "C16H34FN4O6",
  "method": "the ωB97M-V functional and the def2-TZVPD basis",
  "elements": ["C", "C", "N", "C", "O", "N", "C", "O", "F", "H", "H", "H", "H", "C", "O", "C", "C", "N", "C", "C", "O", "C", "H", "H", "H", "H", "H", "H", "H", "H", "H", "H", "H", "H", "H", "H", "H", "C", "O", "C", "C", "N", "C", "C", "O", "C", "H", "H", "H", "H", "H", "H", "H", "H", "H", "H", "H", "H", "H", "H", "H"],
  "coordinates": [[0.0260, 2.5456, -1.2271], [-0.3041, 3.6536, -2.1696], [-1.5673, 3.7910, -2.9902], [-2.4328, 2.5514, -2.8619], [-2.4637, 1.6429, -3.8431], [-3.2089, 2.4202, -1.5343], [-4.3000, 3.4614, -1.6492], [-5.0982, 3.4061, -2.7300], [-4.3713, 4.5054, -0.5841], [0.6884, 2.7442, -0.2544], [-0.3846, 1.4327, -1.3306], [0.5047, 4.5218, -2.2905], [-3.5759, 1.4476, -1.4468], [2.8568, -4.3351, -1.1677], [3.5169, -3.8046, -2.3101], [2.8376, -4.0865, -3.5416], [2.2077, -2.8099, -4.1239], [1.0688, -2.3642, -3.3173], [0.6095, -1.0056, -3.6357], [1.6121, 0.1521, -3.4400], [1.9435, 0.4155, -2.0771], [2.9472, -0.4355, -1.5393], [3.5345, -4.2469, -0.3141], [1.9539, -3.7624, -0.9406], [2.6061, -5.3900, -1.3060], [2.0993, -4.8902, -3.4332], [3.6040, -4.4384, -4.2408], [1.8706, -3.0083, -5.1463], [2.9903, -2.0482, -4.1626], [1.3284, -2.3836, -2.3359], [-0.2552, -0.8116, -2.9877], [0.2384, -0.9899, -4.6674], [1.1219, 1.0624, -3.8048], [2.5147, 0.0387, -4.0474], [3.6957, -0.7235, -2.2826], [2.4857, -1.3142, -1.0912], [3.4555, 0.1071, -0.7335], [-0.2399, 1.4128, 6.3429], [-0.6468, 0.1215, 5.9077], [-2.0635, 0.0067, 5.7146], [-2.4051, -0.0992, 4.2187], [-2.1705, 1.1719, 3.5292], [-2.1888, 1.0665, 2.0640], [-1.1424, 0.1453, 1.4006], [0.2012, 0.6145, 1.5058], [0.8370, 0.3104, 2.7404], [0.8077, 1.3515, 6.6504], [-0.3089, 2.1368, 5.5269], [-0.8339, 1.7518, 7.1954], [-2.6154, 0.8204, 6.2002], [-2.3642, -0.9281, 6.2003], [-3.4571, -0.3812, 4.1083], [-1.7899, -0.8990, 3.7993], [-1.2639, 1.5371, 3.8042], [-2.0315, 2.0823, 1.6789], [-3.1921, 0.7611, 1.7435], [-1.3661, 0.1313, 0.3274], [-1.2212, -0.8941, 1.7326], [0.5139, -0.6490, 3.1537], [0.6679, 1.1173, 3.4519], [1.9176, 0.2603, 2.5618]],
  "forces_ev_per_angstrom": [[-0.3, 1.7, -1.0], [-1.7, -2.0, 1.3], [1.4, -3.7, 2.2], [3.4, -1.1, -4.2], [-0.8, 4.3, 6.0], [-0.9, 1.8, -1.3], [-2.9, -1.2, -5.3], [4.6, 1.6, 8.0], [0.1, -3.4, -3.4], [-1.1, -0.5, -2.7], [0.5, 2.9, 0.3], [-2.3, -1.6, 0.5], [-0.2, 1.3, -0.3], [0.3, 0.3, -0.1], [-0.5, -0.5, 0.1], [0.2, 0.6, -0.4], [-0.2, -0.4, 0.7], [0.3, -0.1, -0.2], [0.1, 0.2, 0.4], [-0.7, 0.2, 0.1], [0.6, -0.6, -0.4], [-0.4, 0.6, 0.1], [0.0, 0.0, -0.2], [-0.1, -0.2, 0.1], [-0.1, 0.0, 0.0], [0.0, 0.2, 0.2], [0.0, 0.0, 0.0], [0.0, 0.0, 0.0], [0.2, 0.0, -0.2], [0.0, 0.0, -0.2], [0.1, 0.1, -0.2], [0.1, 0.0, 0.1], [0.0, -0.1, 0.2], [0.2, -0.2, 0.1], [-0.1, -0.1, 0.0], [0.2, -0.3, 0.0], [-0.1, 0.0, -0.1], [0.2, -0.3, -0.2], [-0.4, 0.5, 0.3], [0.0, -0.5, -0.5], [0.3, 0.7, 0.4], [0.0, -0.4, 0.1], [0.4, 0.2, 0.0], [-0.2, 0.5, -0.4], [-0.2, -0.5, 0.4], [0.2, 0.2, -0.6], [-0.1, -0.1, -0.1], [-0.1, 0.2, 0.1], [0.0, 0.1, 0.0], [0.2, 0.1, -0.2], [0.0, 0.1, 0.0], [0.0, 0.0, 0.0], [0.0, -0.3, 0.1], [-0.2, -0.1, 0.0], [0.0, -0.3, -0.1], [0.1, -0.1, 0.0], [0.1, 0.1, 0.1], [0.1, -0.1, 0.2], [-0.1, 0.1, 0.1], [0.0, -0.1, 0.3], [-0.2, 0.0, -0.1]],
  "lowdin_charge": [-0.13, -0.27, -0.06, -0.43, -0.10, 0.08, -0.21, 0.00, -0.03, 0.04, 0.04, 0.08, 0.12, -0.12, -0.20, -0.21, -0.21, -0.06, -0.18, -0.21, -0.21, -0.10, 0.09, 0.07, 0.08, 0.12, 0.11, 0.12, 0.10, 0.06, 0.12, 0.12, 0.12, 0.10, 0.08, 0.06, 0.09, -0.12, -0.20, -0.21, -0.21, -0.06, -0.19, -0.21, -0.19, -0.10, 0.09, 0.07, 0.08, 0.12, 0.11, 0.12, 0.10, 0.06, 0.12, 0.11, 0.10, 0.10, 0.08, 0.06, 0.09],
  "lumo_ev": 2.466,
  "spin_multiplicity": 1,
  "charge": -1,
  "e_homo_ev": -2.7293
}

***

{
  "formula": "C15H52N10O11",
  "method": "the ωB97M-V functional and the def2-TZVPD basis",
  "elements": ["C", "O", "H", "H", "H", "H", "C", "O", "H", "H", "H", "H", "C", "O", "H", "H", "H", "H", "C", "O", "H", "H", "H", "H", "C", "O", "N", "N", "H", "H", "H", "H", "C", "O", "N", "N", "H", "H", "H", "H", "C", "O", "N", "N", "H", "H", "H", "H", "C", "O", "N", "N", "H", "H", "H", "H", "C", "O", "N", "N", "H", "H", "H", "H", "C", "C", "C", "O", "H", "H", "H", "H", "H", "H", "H", "H", "C", "C", "C", "O", "H", "H", "H", "H", "H", "H", "H", "H"],
  "coordinates": [[3.2215, -0.3848, 2.2360], [2.0805, 0.1752, 2.7080], [3.1225, -1.4208, 2.0550], [4.1365, -0.1548, 2.7690], [3.3965, 0.0342, 1.2560], [2.2675, 1.1312, 2.7890], [-0.8295, 1.1182, 3.6530], [-1.2385, 2.2052, 4.4930], [-0.1125, 1.3922, 2.9930], [-1.7805, 0.9002, 3.1560], [-0.4755, 0.2712, 4.3190], [-1.7625, 2.7672, 3.9350], [0.1425, -0.5798, 0.2550], [-0.5015, -1.7818, -0.1280], [-0.4025, -0.1448, 1.1100], [0.2155, 0.1022, -0.6420], [1.0705, -0.5798, 0.7720], [-0.2055, -2.1658, -0.9370], [0.2505, -2.2568, 4.0410], [1.6465, -2.3548, 4.1670], [-0.2075, -3.3168, 3.9930], [-0.0295, -1.5918, 3.2290], [-0.1295, -1.9568, 5.0770], [2.1005, -1.6118, 3.7660], [2.0875, 3.2762, 0.0060], [1.5995, 4.5132, 0.4560], [3.0205, 3.2042, -0.8730], [1.6145, 2.1242, 0.3510], [3.5145, 4.0372, -1.2570], [3.3705, 2.4222, -1.3410], [0.7145, 2.0912, 0.7960], [1.7905, 1.2372, -0.1650], [-3.4895, -0.5088, -0.5080], [-2.5745, -0.8108, -1.4770], [-4.5905, -1.1878, -0.2170], [-3.2505, 0.2842, 0.4290], [-4.9415, -1.8058, -0.9750], [-5.3825, -0.6698, 0.1950], [-2.4795, 0.9392, 0.2930], [-3.8565, 0.5362, 1.2510], [-1.6675, 3.3752, 1.1650], [-0.9765, 2.2152, 0.7310], [-2.7785, 3.3152, 1.8680], [-1.1105, 4.5242, 1.2610], [-3.2985, 2.4612, 2.0220], [-3.3705, 4.1712, 2.1150], [-0.0825, 4.5622, 1.0670], [-1.5415, 5.4172, 1.7100], [-0.3375, -4.1638, -2.5310], [-0.8945, -4.9158, -1.4830], [-0.8825, -2.9818, -2.9230], [0.7625, -4.5108, -3.1280], [-1.7495, -2.5898, -2.5720], [-0.3705, -2.4808, -3.6150], [0.9885, -5.4998, -2.9070], [1.5425, -3.9458, -3.6470], [-2.7865, -2.3018, 1.7700], [-2.4755, -1.7638, 2.9660], [-3.9085, -2.9428, 1.6510], [-2.2585, -3.3658, 1.2340], [-4.2325, -2.3098, 0.8230], [-4.4155, -2.5918, 2.4770], [-1.8405, -2.7258, 0.4880], [-1.2755, -3.5418, 1.4370], [-1.1725, 2.2872, -2.7930], [0.1435, 2.9842, -2.8700], [1.1515, 1.9782, -3.2340], [0.2405, 3.9412, -3.6510], [-1.7365, 2.7242, -1.9730], [-1.0195, 1.2332, -2.5810], [-1.7175, 2.3202, -3.7100], [0.3705, 3.3782, -1.8420], [1.0185, 1.7162, -4.3340], [1.1555, 1.1122, -2.5820], [2.2295, 2.3292, -3.3090], [0.0275, 3.6112, -4.5040], [2.7705, -2.2898, -0.8750], [3.2405, -1.1058, -1.6240], [2.7275, -1.1388, -3.0400], [2.8905, -0.0068, -1.1990], [1.7475, -2.5598, -1.1330], [2.9865, -2.1838, 0.1570], [3.3245, -3.1608, -1.1570], [4.2935, -1.2538, -1.6560], [1.6405, -1.2238, -3.0610], [3.2515, -1.9098, -3.6360], [3.1475, -0.2698, -3.4930], [3.1225, 0.5982, -1.9080]],
  "forces_ev_per_angstrom": [[2.1, 0.7, -2.0], [-1.5, 1.5, 1.6], [-0.2, -1.3, 0.4], [0.1, -0.2, 0.8], [0.4, 0.1, -0.8], [-0.5, -0.6, 0.0], [-2.9, -1.3, 3.1], [0.9, 0.2, 0.8], [2.2, 0.8, -2.1], [0.6, -1.2, -0.4], [-0.6, 1.1, -1.0], [-0.3, 0.5, -0.2], [-1.3, 1.1, -0.7], [0.6, 0.4, 1.8], [-0.8, 0.1, -0.9], [-0.4, -0.4, 1.1], [1.5, -1.2, -0.3], [0.5, -0.1, -0.9], [-0.8, -1.4, 2.2], [1.0, -0.8, -0.1], [0.8, 1.6, -0.7], [-0.4, -0.3, 0.2], [0.0, 0.4, -1.5], [-0.5, 0.2, 0.2], [-3.5, 5.9, 2.5], [2.1, -5.5, -1.7], [4.3, 3.7, -3.2], [-0.9, -3.1, 1.0], [-1.2, -0.6, 1.0], [-0.1, -1.6, 0.1], [-0.7, 0.4, 0.3], [0.4, 1.3, 0.5], [4.6, -3.4, -6.3], [-5.0, 1.4, 3.7], [-4.6, -2.1, -3.0], [1.9, 6.1, 4.4], [0.5, 0.6, 0.7], [0.9, -0.4, -0.3], [0.5, -0.1, 0.3], [0.8, -1.1, -1.6], [3.8, -5.6, -0.1], [-4.4, 5.3, 1.5], [-4.9, 0.1, 1.4], [2.1, 4.7, -0.2], [0.4, 0.1, -0.4], [1.7, -1.7, -0.7], [-0.2, 0.2, -0.5], [0.9, -2.7, -1.1], [-5.2, -1.5, 6.3], [2.9, 3.7, -5.9], [0.1, -0.3, 0.4], [4.7, -2.1, -1.9], [0.2, -0.1, 0.3], [-0.2, 0.4, -0.5], [0.2, 1.3, -0.2], [-2.7, -1.2, 1.5], [2.6, -1.1, 13.3], [-0.5, 0.3, -5.5], [-12.9, 4.5, 0.7], [12.1, -2.4, -6.7], [-1.1, -2.1, 1.0], [-1.4, 0.3, -0.2], [0.2, -1.3, -1.7], [0.8, 0.1, 0.9], [-0.7, -0.5, 1.1], [0.6, -5.4, 7.1], [3.0, -1.5, -1.7], [0.1, 8.2, -5.2], [-0.5, -0.1, -0.1], [-0.3, -0.1, 0.3], [-0.5, 0.3, -0.8], [-0.1, -0.4, -0.5], [-0.4, -0.4, 1.2], [-0.2, -0.3, -0.2], [-1.1, 0.2, 0.5], [-0.3, 0.2, -1.7], [-0.7, -0.9, -0.1], [1.9, -9.0, -4.5], [1.3, -2.1, -1.2], [-2.4, 9.7, 4.7], [-0.2, 0.2, 0.7], [-0.5, 0.1, 1.1], [0.6, -0.5, -0.5], [1.7, 0.2, -0.2], [0.1, 0.2, -0.2], [-0.7, -0.3, 0.2], [-0.4, 1.1, -0.8], [-0.3, 0.7, 0.3]],
  "lowdin_charge": [-0.20, -0.12, 0.07, 0.10, 0.06, 0.11, -0.13, -0.12, 0.01, 0.06, 0.10, 0.02, -0.12, -0.14, 0.08, 0.09, 0.04, 0.02, -0.19, -0.13, 0.10, 0.04, 0.09, 0.02, -0.59, -0.15, 0.18, 0.20, 0.16, 0.06, 0.04, 0.08, -0.62, -0.08, 0.11, 0.20, 0.16, 0.15, 0.08, 0.16, -0.55, -0.16, 0.14, 0.18, 0.09, 0.16, 0.08, 0.18, -0.60, -0.13, 0.16, 0.13, 0.09, 0.09, 0.13, 0.16, -0.64, -0.05, 0.05, 0.07, 0.07, 0.11, 0.10, 0.11, -0.02, -0.68, -0.08, 0.06, 0.08, 0.06, 0.08, 0.15, 0.12, 0.04, 0.09, 0.10, 0.00, -0.66, -0.03, -0.01, 0.07, 0.06, 0.09, 0.14, 0.08, 0.10, 0.07, 0.08],
  "lumo_ev": -0.102,
  "spin_multiplicity": 1,
  "de_lowest_ev": 10.461,
  "e_homo_ev": -7.0836
}

***

{
  "formula": "C27H43BF4N10SSm",
  "method": "the ωB97M-V functional and the def2-TZVPD basis",
  "elements": ["Sm", "N", "C", "C", "N", "H", "H", "H", "H", "H", "H", "H", "H", "C", "N", "C", "C", "N", "C", "C", "C", "C", "C", "C", "C", "C", "C", "N", "C", "N", "C", "C", "N", "C", "C", "C", "N", "C", "C", "H", "H", "H", "H", "H", "H", "H", "H", "H", "H", "H", "H", "H", "H", "H", "H", "H", "H", "H", "H", "H", "H", "H", "H", "H", "H", "H", "H", "H", "H", "C", "C", "C", "C", "N", "C", "S", "N", "H", "H", "H", "H", "H", "F", "B", "F", "F", "F"],
  "coordinates": [[0.7458, -1.2768, 1.0813], [1.8693, -1.6408, 3.6059], [3.3439, -1.5869, 3.5627], [3.7764, -0.3941, 2.7103], [3.3605, -0.6400, 1.3205], [1.5669, -1.0768, 4.3998], [1.6071, -2.5990, 3.8386], [3.7221, -2.5048, 3.1032], [3.7842, -1.5152, 4.5644], [4.8606, -0.2513, 2.8053], [3.2803, 0.5208, 3.0581], [3.8818, -1.4478, 0.9700], [3.6522, 0.1492, 0.7420], [-2.1990, -2.3705, -2.3472], [-0.7817, -2.3708, -2.0420], [-0.3940, -3.3937, -1.1064], [-0.0095, -1.2655, -2.2261], [0.8657, -0.8878, -1.3036], [1.9769, -0.1146, -1.7153], [2.6860, -0.6043, -2.8007], [3.7673, 0.0717, -3.3635], [4.1518, 1.2698, -2.8360], [3.5101, 1.7931, -1.6923], [3.9878, 3.0195, -1.1802], [3.4424, 3.5609, -0.0548], [2.4038, 2.8888, 0.5825], [1.8562, 1.7089, 0.1052], [0.8497, 1.1470, 0.9301], [-0.1162, 1.9573, 1.3420], [-0.7049, 1.7962, 2.5637], [-2.1359, 1.9928, 2.7204], [-0.1252, 0.9199, 3.5499], [-0.5541, 3.0367, 0.6449], [-0.5828, 3.0387, -0.7970], [-0.9059, 4.2869, 1.2837], [2.4105, 1.1027, -1.0767], [-0.1930, -0.6625, -3.4283], [0.0355, 0.7369, -3.6758], [-0.6076, -1.4060, -4.6000], [-2.7709, -2.5444, -1.4339], [-2.4459, -3.1578, -3.0611], [-2.5117, -1.4064, -2.7313], [-0.8120, -4.3508, -1.4268], [-0.7952, -3.1925, -0.0958], [0.6935, -3.4943, -1.1095], [2.3636, -1.5392, -3.2376], [4.2671, -0.3498, -4.2229], [4.9586, 1.8313, -3.2832], [4.7969, 3.5163, -1.6923], [3.8054, 4.4897, 0.3537], [1.9986, 3.2953, 1.4967], [-2.3427, 2.7112, 3.5161], [-2.6181, 1.0426, 2.9613], [-2.5654, 2.3482, 1.7908], [0.9630, 0.9955, 3.4885], [-0.4670, -0.1291, 3.4147], [-0.4454, 1.2586, 4.5376], [-0.7002, 2.0072, -1.1295], [0.3192, 3.4850, -1.2321], [-1.4532, 3.6126, -1.1226], [-0.6857, 4.2377, 2.3467], [-1.9615, 4.5343, 1.1454], [-0.3029, 5.0832, 0.8384], [0.2429, 1.2543, -2.7461], [-0.8642, 1.1678, -4.1243], [0.8763, 0.8850, -4.3597], [-0.4871, -2.4746, -4.4367], [0.0343, -1.1076, -5.4328], [-1.6459, -1.1983, -4.8716], [-6.5170, -0.1539, -1.0565], [-5.5368, -0.5986, -0.0188], [-5.9195, -1.2246, 1.1690], [-4.9062, -1.5913, 2.0390], [-3.6266, -1.3541, 1.7932], [-3.3634, -0.7378, 0.6398], [-1.7357, -0.3202, 0.2637], [-4.2593, -0.3649, -0.2702], [-7.5401, -0.3144, -0.7252], [-6.3415, -0.7069, -1.9790], [-6.3578, 0.9023, -1.2719], [-6.9547, -1.4155, 1.3937], [-5.1191, -2.0900, 2.9769], [2.0359, -3.1056, 0.6789], [1.3493, -4.0655, 1.5489], [2.1543, -4.3511, 2.5846], [0.2281, -3.2213, 2.0231], [0.8825, -5.0853, 0.8359]],
  "forces_ev_per_angstrom": [[-0.1, 2.0, -0.1], [0.0, -0.3, 0.2], [0.3, 0.5, -0.1], [0.0, -0.3, 0.4], [0.1, -0.1, -0.2], [-0.1, -0.1, -0.3], [-0.1, 0.2, 0.0], [-0.1, 0.1, 0.1], [-0.1, 0.0, -0.1], [-0.2, 0.0, -0.1], [0.1, -0.1, 0.0], [-0.2, 0.2, 0.0], [-0.1, -0.2, 0.1], [-0.3, 0.0, -0.2], [0.3, 0.2, 0.2], [0.3, 0.0, 0.0], [-0.3, -0.4, -0.4], [-0.2, 0.3, 0.3], [0.6, -0.3, -0.6], [-0.2, 0.1, 0.5], [0.1, 0.3, 0.0], [0.0, -0.3, -0.2], [-0.1, -0.1, 0.0], [-0.1, 0.1, 0.2], [0.2, 0.0, -0.3], [-0.2, -0.4, -0.1], [0.3, 0.7, 0.3], [-0.2, -0.3, -0.3], [-0.2, 0.5, 0.4], [0.3, -0.2, -0.4], [-0.3, 0.1, 0.1], [0.1, 0.0, -0.2], [0.0, -0.3, 0.1], [0.1, -0.1, -0.2], [0.0, 0.1, 0.1], [-0.2, 0.0, -0.1], [-0.1, -0.1, 0.3], [0.0, 0.3, 0.0], [0.0, -0.1, -0.2], [0.1, 0.0, 0.0], [0.0, 0.0, -0.1], [0.0, 0.1, 0.0], [0.0, 0.1, 0.1], [0.0, -0.1, -0.3], [-0.3, 0.0, 0.1], [0.0, -0.1, 0.0], [0.1, 0.0, -0.1], [0.1, 0.1, 0.0], [0.1, 0.0, -0.1], [0.1, 0.1, 0.0], [0.0, 0.0, 0.1], [0.0, 0.0, 0.0], [0.1, 0.0, 0.0], [0.0, 0.0, 0.0], [-0.1, -0.2, 0.0], [0.1, 0.3, 0.1], [0.0, -0.2, 0.0], [0.0, 0.1, -0.1], [0.0, 0.0, 0.0], [0.0, -0.1, 0.0], [0.0, 0.0, 0.0], [0.0, 0.0, 0.0], [0.0, 0.0, 0.0], [0.0, 0.1, -0.1], [0.0, 0.0, 0.0], [0.0, 0.0, 0.0], [0.0, 0.1, 0.0], [0.0, 0.0, 0.0], [0.0, 0.0, 0.0], [0.0, 0.0, 0.1], [-0.3, -0.2, 0.5], [0.1, 0.1, -0.1], [-0.3, 0.0, -0.1], [0.2, 0.0, 0.2], [-0.1, -0.2, 0.2], [0.6, 0.2, -0.1], [0.1, 0.1, -0.3], [0.0, 0.0, -0.1], [0.0, 0.0, 0.0], [0.0, 0.0, 0.0], [-0.1, 0.0, 0.1], [-0.1, 0.0, 0.0], [0.6, -0.5, -0.1], [0.1, -0.1, -0.1], [0.3, -0.2, 0.6], [-0.5, -0.9, 0.5], [-0.2, -0.6, -0.3]],
  "mulliken_spin": [5.06, 0.00, 0.00, 0.00, 0.00, 0.00, 0.00, 0.00, 0.00, 0.00, 0.00, 0.00, 0.00, 0.00, 0.00, 0.01, -0.01, -0.01, -0.02, 0.00, 0.00, 0.00, 0.00, 0.00, 0.00, 0.00, -0.01, -0.01, -0.01, 0.00, 0.00, 0.00, 0.00, 0.00, 0.00, 0.01, 0.00, 0.00, 0.00, 0.00, 0.00, 0.00, 0.00, 0.00, 0.00, 0.00, 0.00, 0.00, 0.00, 0.00, 0.00, 0.00, 0.00, 0.00, 0.00, 0.00, 0.00, 0.00, 0.00, 0.00, 0.00, 0.00, 0.00, 0.00, 0.00, 0.00, 0.00, 0.00, 0.00, 0.00, 0.00, 0.00, 0.00, 0.00, 0.00, -0.01, 0.00, 0.00, 0.00, 0.00, 0.00, 0.00, 0.00, 0.00, 0.00, 0.00, 0.00],
  "lumo_ev": [-2.807, -2.148],
  "spin_multiplicity": 6,
  "de_lowest_ev": 0.620,
  "charge": 1,
  "s2": 8.758,
  "e_homo_ev": [-10.0189, -10.0222]
}